1.
# C2H6S

A 2-piece molecular cluster, C2H6S overall (wB97M-V/def2-TZVPD, the Open Molecules 2025 dataset).

Each line ends with the Mulliken charge.
Element x y z (Å)
C 0.05 -0.69 -0.34  -0.34
C -0.78 0.41 0.26  -0.89
S 2.54 0.82 0.26  -0.14
H 1.14 -0.41 -0.23  -0.17
H -0.05 -0.84 -1.42  0.29
H -0.05 -1.69 0.08  0.28
H -1.83 0.47 0.01  0.32
H -0.61 0.53 1.34  0.33
H -0.40 1.41 0.05  0.31

## Properties
HOMO level (Eh): -0.3499


2.
# C53H65N6O3S6SiW

C53H65N6O3S6SiW as an isolated structure (wB97M-V/def2-TZVPD, the Open Molecules 2025 dataset).

Each line ends with the Mulliken charge.
Element x y z (Å)
W 1.49 0.05 -1.15  -1.11
C 0.73 1.41 2.51  -0.66
C 1.59 0.17 2.39  1.12
C 2.59 0.11 3.53  -1.44
C 0.73 -1.08 2.38  -0.54
O 2.28 0.24 1.07  1.34
Si 3.89 -0.10 0.81  -0.01
S 3.85 0.04 -1.33  -1.08
O 4.88 0.93 1.52  0.06
C 5.43 2.27 1.35  1.96
C 6.83 2.11 0.78  -1.76
C 5.46 2.89 2.73  -1.88
C 4.55 3.08 0.41  -1.48
O 4.12 -1.61 1.32  0.03
C 5.27 -2.49 1.40  1.66
C 5.00 -3.66 0.48  -1.50
C 6.54 -1.75 0.97  -1.53
C 5.37 -2.93 2.85  -1.64
H 0.36 1.50 3.53  0.45
H -0.12 1.37 1.84  -0.56
H 1.32 2.31 2.28  0.17
H 2.04 0.07 4.47  0.59
H 3.24 0.99 3.54  0.24
H 3.22 -0.79 3.46  0.29
H 0.30 -1.25 3.36  0.59
H 1.34 -1.95 2.10  -0.14
H -0.08 -0.98 1.66  -0.72
H 7.46 1.57 1.48  0.40
H 7.27 3.09 0.61  0.46
H 6.80 1.57 -0.16  0.33
H 6.00 2.23 3.42  0.39
H 4.44 3.04 3.11  0.33
H 5.96 3.85 2.70  0.46
H 4.59 2.68 -0.61  0.27
H 4.89 4.12 0.39  0.74
H 3.51 3.07 0.75  0.01
H 4.87 -3.32 -0.54  0.33
H 4.09 -4.18 0.80  0.07
H 5.83 -4.37 0.52  0.50
H 6.45 -1.41 -0.06  0.29
H 7.40 -2.42 1.04  0.54
H 6.71 -0.89 1.61  0.26
H 4.45 -3.42 3.16  0.25
H 5.54 -2.06 3.50  0.32
H 6.20 -3.62 2.98  0.49
N 0.66 1.71 -0.78  1.14
S -0.60 2.60 -0.55  0.57
N -3.24 2.32 0.48  -0.49
S -3.56 0.85 0.80  1.31
N -3.12 -0.34 -0.18  -0.28
S -0.41 -2.60 -0.60  0.82
N 0.85 -1.67 -0.81  0.81
C 0.20 -4.12 0.07  0.27
C -0.61 -4.75 1.01  -0.34
C -0.16 -5.93 1.59  -0.79
C 1.07 -6.45 1.23  -0.68
C 1.86 -5.81 0.28  -0.77
C 1.43 -4.63 -0.30  -0.27
C -0.85 -3.21 -2.23  0.72
C -0.03 -2.97 -3.32  -0.48
C -0.43 -3.42 -4.57  -0.98
C -1.64 -4.09 -4.72  -0.65
C -2.46 -4.31 -3.62  -0.87
C -2.07 -3.87 -2.36  -0.75
C -5.33 0.64 0.98  -0.01
C -5.85 -0.64 0.88  -0.27
C -7.20 -0.83 1.15  -0.83
C -7.99 0.25 1.53  -0.59
C -7.44 1.52 1.64  -0.82
C -6.10 1.73 1.37  -0.34
C -3.04 0.26 2.39  0.71
C -2.96 1.20 3.41  -0.59
C -2.67 0.78 4.70  -0.77
C -2.49 -0.57 4.96  -0.66
C -2.58 -1.51 3.94  -0.80
C -2.86 -1.10 2.64  -0.04
C -1.14 3.13 -2.19  0.82
C -0.23 3.10 -3.23  -0.82
C -0.63 3.50 -4.49  -0.92
C -1.94 3.92 -4.70  -0.75
C -2.85 3.93 -3.65  -0.79
C -2.46 3.53 -2.38  -0.57
C 0.01 4.15 0.06  0.52
C -0.81 4.91 0.88  -0.43
C -0.32 6.13 1.36  -0.73
C 0.95 6.56 1.00  -0.68
C 1.76 5.78 0.19  -0.68
C 1.30 4.56 -0.29  -0.57
H -1.57 -4.32 1.29  0.34
H -0.77 -6.44 2.33  0.48
H 1.42 -7.37 1.69  0.44
H 2.81 -6.24 -0.01  0.50
H 2.04 -4.10 -1.02  0.43
H 0.91 -2.45 -3.18  0.70
H 0.21 -3.25 -5.43  0.49
H -1.94 -4.46 -5.69  0.45
H -3.40 -4.84 -3.74  0.49
H -2.70 -4.04 -1.49  0.50
H -5.21 -1.47 0.58  0.50
H -7.62 -1.82 1.08  0.47
H -9.04 0.10 1.75  0.43
H -8.06 2.35 1.96  0.47
H -5.65 2.71 1.45  0.44
H -3.11 2.25 3.18  0.36
H -2.61 1.50 5.50  0.51
H -2.29 -0.90 5.97  0.45
H -2.45 -2.56 4.15  0.47
H -2.93 -1.81 1.83  0.36
H 0.79 2.77 -3.04  0.75
H 0.08 3.49 -5.31  0.50
H -2.25 4.25 -5.69  0.45
H -3.87 4.26 -3.82  0.52
H -3.15 3.54 -1.55  0.44
H -1.80 4.56 1.14  0.36
H -0.94 6.73 2.01  0.48
H 1.31 7.51 1.37  0.43
H 2.75 6.11 -0.08  0.46
H 1.91 3.93 -0.92  0.46
S 1.47 0.16 -4.64  -0.26
C 1.35 0.10 -3.10  0.62
C -5.22 -0.60 -2.55  -0.88
N -4.04 -0.31 -3.33  0.14
C -4.11 -0.37 -4.81  -0.65
C -2.65 -0.23 -5.25  -0.67
N -1.98 0.04 -3.98  1.35
C -2.79 -0.10 -2.94  -0.83
S -2.01 -0.04 -1.37  1.12
H -6.08 -0.13 -3.02  0.40
H -5.11 -0.22 -1.54  0.21
H -5.40 -1.68 -2.51  0.28
H -4.73 0.45 -5.17  0.35
H -4.56 -1.32 -5.11  0.40
H -2.50 0.59 -5.95  0.34
H -2.26 -1.15 -5.69  0.27
H -0.98 0.14 -3.89  -0.82

## Properties
Spin multiplicity: 4
Total charge: +2
HOMO level (alpha / beta) (Eh): -0.4151 / -0.4766


3.
# C5H6O2

A 2-piece molecular cluster, C5H6O2 overall (wB97M-V/def2-TZVPD, the Open Molecules 2025 dataset).

Each line ends with the Mulliken charge.
Element x y z (Å)
O -2.26 0.20 -0.05  -0.48
C -1.24 0.74 0.68  0.00
C 0.02 0.34 0.68  0.17
C 1.05 -0.61 0.23  -0.56
C 1.37 0.51 1.22  -0.55
C -0.78 -0.92 -2.53  0.06
O -0.04 -0.88 -3.39  -0.11
H -1.60 1.56 1.29  0.34
H 1.47 -0.52 -0.78  0.23
H 1.02 -1.63 0.60  0.20
H 1.98 1.34 0.85  0.21
H 1.57 0.24 2.25  0.22
H -1.88 -0.47 -0.65  0.27

## Properties
HOMO level (Eh): -0.3170


4.
# C7H14F3N5

An isolated ion of composition C7H14F3N5 and charge +2 (wB97M-V/def2-TZVPD, the Open Molecules 2025 dataset).

Each line ends with the Mulliken charge.
Element x y z (Å)
C -0.24 -2.59 0.13  -2.20
C -0.08 -1.12 -0.01  0.65
C 1.31 -0.62 0.24  -0.04
N 2.33 -1.65 0.11  -0.18
C 1.75 0.62 0.30  0.09
N 2.99 1.07 0.25  -0.46
C -1.09 -0.25 -0.18  -0.04
N -0.88 1.13 -0.52  0.34
N -0.12 1.23 -1.67  -0.69
C -1.41 2.22 0.05  0.02
N -1.92 2.22 1.26  -0.24
C -2.65 -0.63 -0.08  0.73
F -3.39 0.41 -0.53  -0.29
F -2.93 -1.61 -0.85  -0.20
F -2.87 -0.78 1.19  -0.19
H 0.08 -2.95 -0.79  0.46
H -1.24 -2.79 0.41  0.49
H 0.34 -3.05 0.92  0.42
H 3.27 -1.22 0.11  0.33
H 2.28 -2.08 -0.83  0.38
H 2.32 -2.36 0.94  0.39
H 1.08 1.43 0.20  0.42
H 3.83 0.50 0.33  0.11
H 3.05 2.11 0.42  0.28
H -0.64 1.15 -2.50  0.24
H 0.42 2.06 -1.75  0.22
H -1.25 3.13 -0.53  0.47
H -2.05 3.12 1.73  0.28
H -2.26 1.32 1.67  0.22

## Properties
Total charge: +2
SMILES: CC(/C([NH3+])=C/N)=C(/N(N)C=[NH2+])C(F)(F)F
HOMO level (Eh): -0.5828


5.
# CHClFO2S

An isolated ion of composition CHClFO2S and charge -1 (wB97M-V/def2-TZVPD, the Open Molecules 2025 dataset).

Each line ends with the Mulliken charge.
Element x y z (Å)
C 0.74 0.01 -0.05  -0.01
O -1.50 -0.59 1.38  -0.60
O -1.87 -0.48 -0.96  -0.60
F 0.94 -0.54 -1.24  -0.19
S -1.33 0.25 0.20  0.54
Cl 1.59 1.84 -0.06  -0.37
H 1.42 -0.51 0.73  0.22

## Properties
Total charge: -1
HOMO level (Eh): -0.1501


6.
# C19H13InN6SbSe4

C19H13InN6SbSe4 as an isolated structure (wB97M-V/def2-TZVPD, the Open Molecules 2025 dataset).

Each line ends with the Mulliken charge.
Element x y z (Å)
In 1.34 0.12 0.02  1.26
C 1.62 3.24 3.25  -1.05
C 0.45 3.11 4.01  -0.24
C -0.55 2.29 3.54  -0.65
C -0.39 1.59 2.34  0.33
N 0.77 1.66 1.66  0.11
C 1.73 2.50 2.10  -0.32
N -1.51 0.90 1.93  -0.46
C -1.66 0.21 0.86  -0.06
N -0.76 -0.14 -0.13  -0.18
C -1.38 -0.97 -1.04  0.11
N -0.91 -1.61 -2.05  -0.48
C 0.38 -1.60 -2.53  0.41
C 0.59 -2.42 -3.65  -0.61
C 1.82 -2.46 -4.27  -0.33
C 2.84 -1.66 -3.78  -0.97
C 2.59 -0.89 -2.67  0.03
N 1.40 -0.86 -2.03  -0.18
C -2.80 -1.11 -0.65  0.16
C -3.84 -1.81 -1.23  -0.19
C -5.07 -1.75 -0.59  -0.65
C -5.24 -1.02 0.59  -0.65
C -4.19 -0.33 1.17  -0.18
C -2.97 -0.39 0.52  0.28
H 2.42 3.91 3.54  0.46
H 0.32 3.66 4.93  0.45
H -1.49 2.18 4.06  0.51
H 2.62 2.56 1.50  0.56
H -0.25 -3.00 -4.00  0.51
H 1.97 -3.09 -5.13  0.43
H 3.82 -1.63 -4.24  0.42
H 3.37 -0.28 -2.24  0.27
H -3.69 -2.37 -2.14  0.54
H -5.92 -2.28 -1.01  0.41
H -6.22 -1.01 1.06  0.42
H -4.30 0.23 2.08  0.54
Se 5.28 -2.91 2.11  -0.15
Sb 3.69 -1.01 2.13  1.10
Se 3.80 0.36 4.20  -0.15
Se 1.54 -2.01 1.70  -0.41
Se 3.98 0.54 0.26  -0.45
N 1.62 3.21 -2.07  0.01
C 1.38 2.28 -1.45  -0.22
H 1.76 4.03 -2.63  0.27

## Properties
Total charge: +1
HOMO level (alpha / beta) (Eh): -0.4002 / -0.4004


no.,strongest force on any atom (eV/Å)
1,2.13
2,1.28
3,1.41
4,4.71
5,1.83
6,0.40